Record 1
{"formula": "C5H10N2O", "method": "wB97M-V/def2-TZVPD", "species": ["C", "C", "C", "C", "C", "H", "H", "H", "H", "H", "H", "H", "H", "H", "H", "N", "N", "O"], "xyz": [[0.329797, 0.373895, 0.412990], [0.085454, 1.554950, -0.394227], [0.186726, -0.362656, -1.040039], [-0.642181, -1.728156, -0.557911], [-0.775614, -0.228052, 1.163962], [1.833125, 1.110993, 1.535716], [2.083366, -0.535281, 1.177923], [-0.775985, 2.222850, 0.119238], [0.906425, 2.259824, -0.515176], [-1.193729, 0.815412, -2.023632], [1.206206, -0.726782, -1.424209], [-0.271003, -2.700109, -0.952135], [-1.682918, -1.590641, -0.763888], [-1.823516, 0.183010, 0.965308], [-0.464679, -0.160384, 2.262044], [1.687875, 0.314354, 0.865979], [-0.231604, 0.838424, -1.722802], [-0.457746, -1.641652, 0.890856]], "forces_ev_per_a": [[1.8, -1.9, -3.9], [-3.5, 4.5, -0.7], [1.9, -3.9, 2.0], [1.4, 1.9, 0.2], [1.2, -1.4, 3.0], [0.3, -1.4, -0.7], [-0.1, -1.0, 0.5], [1.4, -1.2, -1.6], [0.2, -0.4, -0.1], [-0.3, 0.3, 0.2], [-1.4, 0.6, 0.5], [-0.1, 0.9, 0.4], [-0.9, -0.2, -0.3], [1.3, -1.0, 0.0], [-1.2, 0.2, -1.1], [-0.1, 2.9, 1.2], [0.0, 0.8, 1.6], [-1.9, 0.4, -1.2]], "nbo_charge": [0.007, -0.196, -0.040, -0.096, -0.111, 0.356, 0.382, 0.164, 0.216, 0.359, 0.188, 0.205, 0.161, 0.196, 0.211, -0.838, -0.630, -0.534], "energy_ev": -10371.6150, "gap_ha": 0.361}

Record 2
{"formula": "C5H10N2O", "method": "wB97M-V/def2-TZVPD", "species": ["C", "C", "N", "C", "C", "C", "N", "O", "H", "H", "H", "H", "H", "H", "H", "H", "H", "H"], "xyz": [[2.120951, 0.678335, 0.813011], [1.022522, -0.038980, 1.044345], [0.445195, -1.025071, 0.149228], [0.876261, -1.147727, -1.217424], [-0.916320, -0.748172, 0.430778], [-1.637577, 0.350500, 0.076494], [-1.104591, 1.505641, -0.427760], [-2.955403, 0.490368, 0.379639], [2.639722, 1.145008, 1.630023], [2.589653, 0.739628, -0.161010], [0.624368, -0.077980, 2.057108], [1.897144, -1.524807, -1.223892], [0.918439, -0.217135, -1.798261], [0.193089, -1.823985, -1.727361], [-1.446686, -1.586372, 0.845485], [-1.767111, 2.193772, -0.739899], [-0.193825, 1.454762, -0.835818], [-3.305833, -0.367785, 0.705314]], "forces_ev_per_a": [[0.0, -0.1, -0.3], [2.1, -1.6, -0.7], [-0.1, 2.8, 2.2], [0.4, 0.2, -0.1], [-2.4, -0.8, -1.5], [1.1, -0.6, 0.8], [-0.7, -0.2, 0.1], [-0.4, -0.6, 0.1], [-0.1, 0.5, 0.1], [0.0, -0.1, 0.0], [-0.1, -0.1, -0.4], [0.0, -0.3, -0.1], [-0.2, 0.2, 0.1], [0.1, -0.1, 0.0], [-0.5, -0.2, 0.2], [0.2, 0.0, -0.2], [0.1, 0.2, -0.1], [0.5, 0.8, -0.3]], "nbo_charge": [-0.528, 0.011, -0.443, -0.407, -0.274, 0.485, -0.830, -0.679, 0.209, 0.190, 0.207, 0.207, 0.159, 0.215, 0.183, 0.401, 0.402, 0.493], "energy_ev": -10372.8836, "gap_ha": 0.315, "smiles": "C=CN(C)/C=C(\\N)O"}

Record 3
{"formula": "C5H10N2O", "method": "wB97M-V/def2-TZVPD", "species": ["C", "N", "N", "C", "C", "C", "C", "O", "H", "H", "H", "H", "H", "H", "H", "H", "H", "H"], "xyz": [[1.299432, 0.760692, -1.827410], [0.718484, -0.410567, -1.948706], [0.344871, -1.056342, -0.822364], [-0.089543, -0.470425, 0.390295], [1.007469, -0.400288, 1.335802], [-1.502726, -0.657166, 1.091069], [-1.103365, 0.594181, 0.421672], [-1.645828, 0.939143, -0.727254], [1.868040, 1.266918, -0.863390], [1.473647, 1.204367, -2.846834], [-0.677286, -1.395694, -1.318183], [1.001804, 0.814833, 1.889297], [0.841140, -1.376425, 2.021114], [2.129331, -0.716179, 0.773696], [-2.091972, -1.271489, 0.334469], [-1.637121, -0.570828, 2.159471], [-1.027072, 1.546104, 1.130840], [-0.909305, 1.199165, -1.193585]], "forces_ev_per_a": [[1.5, -0.3, -0.2], [1.7, 4.4, 0.8], [-6.6, -4.3, -2.8], [0.3, 1.7, 1.8], [4.0, -0.2, 2.5], [0.2, -1.0, -3.6], [0.4, 2.7, 3.8], [-3.8, -0.3, -1.4], [-2.1, -1.4, -2.3], [0.2, -0.2, 1.4], [3.5, -0.1, 2.2], [0.4, -4.2, -1.2], [0.8, 2.8, -0.6], [-3.2, 1.5, 1.7], [0.0, 0.6, 1.8], [0.2, -0.9, -0.1], [0.5, -2.1, -1.0], [2.1, 1.3, -2.6]], "nbo_charge": [-0.257, -0.207, -0.417, -0.012, -0.615, -0.435, 0.084, -0.688, 0.195, 0.199, 0.368, 0.219, 0.230, 0.233, 0.227, 0.245, 0.156, 0.476], "energy_ev": -10368.2789, "gap_ha": 0.361, "smiles": "C=NN[C@]1(C)C[C@@H]1O"}

| no. | HOMO level (eV) | LUMO (eV) | M (g/mol) |
| --- | --- | --- | --- |
| 1 | -8.80 | 1.03 | 114.15 |
| 2 | -7.75 | 0.81 | 114.15 |
| 3 | -8.99 | 0.83 | 114.15 |